# 1
The following is a DFT calculation (wB97M-V/def2-TZVPD) of 2 unconnected molecules or ions with the total composition C14H16O at a distorted geometry.

```
31
Properties=species:S:1:pos:R:3:forces:R:3
C -0.25198 -2.13733 1.51681 -1.3 -0.5 -0.8
C 2.17022 -1.52004 1.81797 0.6 0.3 0.3
C 0.83340 -1.20401 1.96500 -0.9 -0.8 0.4
C 3.14857 -0.61089 2.23801 -0.9 0.0 0.0
C 2.70145 0.57959 2.78023 0.9 0.8 0.8
C 0.42170 -0.04968 2.62503 0.9 0.5 -0.4
C 1.36956 0.89973 2.99386 -0.6 -1.0 -0.3
O 3.63410 1.40974 3.40355 -0.1 0.3 0.1
H 2.43015 -2.52207 1.50995 0.1 0.0 -0.4
H 4.21712 -0.78570 2.27613 -0.1 -0.3 -0.2
H -1.05163 -2.35284 2.23576 0.4 0.3 0.4
H -0.00632 -3.13127 1.13619 0.8 0.2 0.1
H -0.62425 0.09961 2.83091 -0.2 0.1 -0.1
H 4.22236 1.86570 2.79677 -0.1 -0.2 -0.3
H 1.05649 1.79966 3.49182 0.3 0.2 0.1
H -0.81989 -1.68165 0.69398 0.2 0.1 0.0
C 0.54207 0.28138 -1.97184 0.0 -0.3 0.8
C -3.53959 0.93181 -3.00435 0.3 0.2 0.2
C -3.09603 -0.33277 -2.66533 0.6 -0.9 -0.6
C -2.72627 2.01852 -2.69371 0.0 0.1 -0.5
C -1.76710 -0.57071 -2.33225 -0.1 1.7 1.3
C -1.40173 1.83873 -2.30474 -1.1 -0.3 0.7
C -0.95565 0.54134 -2.07032 1.6 -0.2 -1.2
H -4.41436 1.08395 -3.62989 -0.4 -0.1 0.7
H -3.70947 -1.20444 -2.73274 -0.6 -0.3 -0.5
H -3.15573 3.00476 -2.81244 0.3 0.2 -0.3
H -1.31930 -1.53505 -2.14659 -0.4 -0.3 -0.1
H -0.76022 2.69918 -2.15857 0.1 -0.1 0.1
H 0.98871 0.54168 -2.92920 0.2 -0.4 -0.1
H 0.72860 -0.74626 -1.64413 -0.1 -0.2 -0.8
H 1.13504 0.78935 -1.21586 -0.4 0.8 0.2
```
Positions in Å, forces in eV/Å.

Computed properties:
Molecular weight   200.281 g mol⁻¹
Highest occupied orbital energy   -8.71 eV
Calculated total energy   -618.277517 Eh
Total charge   0
SMILES   Cc1ccc(O)cc1.Cc1ccccc1
Orbital gap   9.532 eV
Energy above the lowest of the compared OMol25 structures with the same formula, charge and spin   24.1 kcal/mol



# 2
The following is a DFT calculation (wB97M-V/def2-TZVPD) of 2 unconnected molecules or ions with the total composition C14H16O at a distorted geometry.

```
31
Properties=species:S:1:pos:R:3:forces:R:3
C -2.88784 -3.86555 0.53222 -1.4 -1.3 1.0
C 0.89536 -2.20405 0.17884 -2.0 -1.9 -0.9
C -0.19877 -1.91507 -0.75154 2.6 0.9 -1.2
C 0.78945 -3.34859 1.01817 -0.1 1.6 -0.1
C -1.28516 -2.77098 -0.85233 1.3 1.5 1.1
C -0.49228 -3.90068 1.18339 1.5 0.8 -0.8
C -1.47420 -3.53947 0.28638 -0.9 -0.7 0.5
H 1.83427 -1.72053 0.05147 0.4 0.6 0.1
H -0.00858 -1.03639 -1.49817 -0.5 -1.8 1.4
H 1.62259 -3.67998 1.67341 -0.6 0.4 -0.6
H -2.08108 -2.74076 -1.58435 0.1 0.4 0.0
H -0.62235 -4.56351 2.01183 -0.6 -0.4 0.2
H -3.18208 -3.82394 1.58876 0.6 -0.4 0.1
H -3.09685 -4.89804 0.18867 -0.5 0.6 -0.1
H -3.56442 -3.09813 0.16250 0.0 -0.3 -0.8
C -0.51377 2.14455 -2.00581 -1.9 3.0 -1.2
C 1.87696 4.16874 -0.02284 0.9 0.0 -2.0
C 1.10562 3.73524 -1.04451 -0.4 1.9 -2.4
C 1.77136 3.43574 1.10995 0.9 -1.7 2.6
C 0.25253 2.68766 -0.81242 -1.8 -1.4 -2.9
C 1.01810 2.28481 1.39357 -1.2 1.7 -3.5
C 0.15003 1.94866 0.32441 4.8 4.1 2.0
O 2.63720 3.76826 2.07414 2.3 2.2 0.6
H 2.77252 4.75229 -0.34725 -0.9 0.1 1.2
H 1.18622 4.37084 -2.02364 -0.5 -1.9 1.6
H 3.13784 4.53676 1.65835 -0.6 -1.4 1.5
H 1.15585 1.72802 2.26428 0.1 -0.5 1.3
H -1.16329 3.04632 -2.41949 1.3 -1.7 0.4
H -1.26369 1.36372 -1.90838 0.3 -0.3 0.7
H -0.54171 1.26862 0.35947 -3.5 -4.2 0.4
H 0.17019 1.86544 -2.78909 0.2 -0.1 -0.4
```
Positions in Å, forces in eV/Å.

Computed properties:
Molecular weight   200.281 g mol⁻¹
Highest occupied orbital energy   -8.15 eV
Calculated total energy   -618.208033 Eh
Total charge   0
SMILES   Cc1ccc(O)cc1.Cc1ccccc1
Orbital gap   9.036 eV
Energy above the lowest of the compared OMol25 structures with the same formula, charge and spin   67.7 kcal/mol



Please write out number 1 again, unchanged.
The following is a DFT calculation (wB97M-V/def2-TZVPD) of 2 unconnected molecules or ions with the total composition C14H16O at a distorted geometry.

```
31
Properties=species:S:1:pos:R:3:forces:R:3
C -0.25198 -2.13733 1.51681 -1.3 -0.5 -0.8
C 2.17022 -1.52004 1.81797 0.6 0.3 0.3
C 0.83340 -1.20401 1.96500 -0.9 -0.8 0.4
C 3.14857 -0.61089 2.23801 -0.9 0.0 0.0
C 2.70145 0.57959 2.78023 0.9 0.8 0.8
C 0.42170 -0.04968 2.62503 0.9 0.5 -0.4
C 1.36956 0.89973 2.99386 -0.6 -1.0 -0.3
O 3.63410 1.40974 3.40355 -0.1 0.3 0.1
H 2.43015 -2.52207 1.50995 0.1 0.0 -0.4
H 4.21712 -0.78570 2.27613 -0.1 -0.3 -0.2
H -1.05163 -2.35284 2.23576 0.4 0.3 0.4
H -0.00632 -3.13127 1.13619 0.8 0.2 0.1
H -0.62425 0.09961 2.83091 -0.2 0.1 -0.1
H 4.22236 1.86570 2.79677 -0.1 -0.2 -0.3
H 1.05649 1.79966 3.49182 0.3 0.2 0.1
H -0.81989 -1.68165 0.69398 0.2 0.1 0.0
C 0.54207 0.28138 -1.97184 0.0 -0.3 0.8
C -3.53959 0.93181 -3.00435 0.3 0.2 0.2
C -3.09603 -0.33277 -2.66533 0.6 -0.9 -0.6
C -2.72627 2.01852 -2.69371 0.0 0.1 -0.5
C -1.76710 -0.57071 -2.33225 -0.1 1.7 1.3
C -1.40173 1.83873 -2.30474 -1.1 -0.3 0.7
C -0.95565 0.54134 -2.07032 1.6 -0.2 -1.2
H -4.41436 1.08395 -3.62989 -0.4 -0.1 0.7
H -3.70947 -1.20444 -2.73274 -0.6 -0.3 -0.5
H -3.15573 3.00476 -2.81244 0.3 0.2 -0.3
H -1.31930 -1.53505 -2.14659 -0.4 -0.3 -0.1
H -0.76022 2.69918 -2.15857 0.1 -0.1 0.1
H 0.98871 0.54168 -2.92920 0.2 -0.4 -0.1
H 0.72860 -0.74626 -1.64413 -0.1 -0.2 -0.8
H 1.13504 0.78935 -1.21586 -0.4 0.8 0.2
```
Positions in Å, forces in eV/Å.

Computed properties:
Molecular weight   200.281 g mol⁻¹
Highest occupied orbital energy   -8.71 eV
Calculated total energy   -618.277517 Eh
Total charge   0
SMILES   Cc1ccc(O)cc1.Cc1ccccc1
Orbital gap   9.532 eV
Energy above the lowest of the compared OMol25 structures with the same formula, charge and spin   24.1 kcal/mol



- What is the formula in the first record?
  C14H16O